1.
C4H2O2Sr | the ωB97M-V functional and the def2-TZVPD basis

Last column: Mulliken spin population.
CARTESIAN COORDINATES (ANGSTROEM)
H 1.875 2.600 -0.356  0.000
O 2.202 2.035 1.597  0.001
C 1.785 1.853 0.485  0.000
C 0.582 1.084 0.198  0.002
C -0.234 0.215 -0.056  -0.003
C -1.176 -0.852 -0.181  0.008
O -0.846 -1.973 -0.550  -0.057
Sr -1.958 -4.364 -1.160  1.047
H -2.230 -0.597 0.023  0.003

Calculated values
Calculated total energy, eV: -9100.310
ΔE to the lowest compared entry with this formula, charge and spin, eV: 1.136
HOMO (alpha / beta), eV: -9.7 / -13.8
Net charge: +1
E_LUMO (alpha / beta), eV: -4.60 / -4.60
2S+1: 2

***

2.
C14H11FN2O3 | the ωB97M-V functional and the def2-TZVPD basis

Last column: natural (NBO) charge in e.
CARTESIAN COORDINATES (ANGSTROEM)
C 2.031 -1.197 2.384  -0.271
O 0.916 -0.632 1.707  -0.483
C 0.268 0.362 2.304  0.764
O 0.548 0.824 3.383  -0.593
C -0.859 0.868 1.462  0.078
C -1.566 2.000 1.866  -0.185
C -2.591 2.458 1.056  -0.181
C -2.860 1.785 -0.125  -0.184
C -2.085 0.670 -0.444  0.087
C -2.384 -0.111 -1.687  0.646
O -3.497 -0.140 -2.173  -0.593
N -1.359 -0.829 -2.215  -0.607
C -0.002 -0.802 -1.856  0.159
C 0.675 -1.997 -1.643  -0.207
C 2.009 -1.989 -1.281  -0.269
C 2.654 -0.774 -1.145  0.380
F 3.951 -0.759 -0.767  -0.330
C 2.011 0.427 -1.386  -0.263
C 0.681 0.408 -1.754  -0.202
N -1.122 0.216 0.342  -0.374
H 1.923 -2.281 2.346  0.194
H 2.946 -0.899 1.870  0.195
H 2.060 -0.851 3.419  0.214
H -1.302 2.485 2.793  0.244
H -3.170 3.325 1.338  0.225
H -3.648 2.091 -0.796  0.243
H -1.637 -1.507 -2.913  0.414
H 0.150 -2.934 -1.742  0.218
H 2.546 -2.906 -1.098  0.231
H 2.552 1.355 -1.288  0.231
H 0.163 1.333 -1.956  0.221

Calculated values
Calculated total energy, eV: -26537.194
HOMO, eV: -8.7
Structure (SMILES): COC(=O)c1cccc(C(=O)Nc2ccc(F)cc2)n1
E_LUMO, eV: 0.02
2S+1: 1

***

3.
C3H11N2 | the ωB97M-V functional and the def2-TZVPD basis

Last column: natural (NBO) charge in e.
CARTESIAN COORDINATES (ANGSTROEM)
C -1.311 0.450 1.145  -0.411
N 0.191 0.659 0.991  -0.513
C 0.472 0.822 -0.473  -0.239
C 0.425 -0.491 -1.301  -0.261
N 0.744 -1.614 -0.403  -0.866
H -1.567 -0.402 0.519  0.233
H -1.484 0.451 2.208  0.243
H -1.863 1.289 0.728  0.240
H 0.595 1.461 1.456  0.440
H 0.767 -0.142 1.350  0.461
H 1.460 1.265 -0.559  0.235
H -0.292 1.608 -0.874  0.233
H 1.199 -0.472 -2.073  0.238
H -0.464 -0.593 -1.939  0.204
H 1.169 -2.352 -0.929  0.402
H -0.039 -1.940 0.156  0.364

Calculated values
Calculated total energy, eV: -6262.591
ΔE to the lowest compared entry with this formula, charge and spin, eV: 0.991
HOMO, eV: -14.1
Net charge: +1
Structure (SMILES): C[NH2+]CCN
E_LUMO, eV: -3.27
2S+1: 1

***

4.
C36H76N5O11V2 | the ωB97M-V functional and the def2-TZVPD basis

Last column: Mulliken spin population.
CARTESIAN COORDINATES (ANGSTROEM)
O 0.629 2.754 -3.045  0.000
V 0.112 1.709 -4.143  0.000
O 0.754 2.233 -5.595  0.000
O -4.897 -0.252 -1.704  0.001
V -4.265 -1.633 -1.310  -0.001
O -4.681 -2.004 0.169  0.001
N -1.018 -0.722 -1.860  0.000
O -0.399 -1.786 -1.966  0.000
O -0.676 0.225 -2.539  0.000
O -2.000 -0.758 -1.203  0.000
C 6.839 0.207 -2.253  0.010
C 5.684 0.081 -1.214  -0.027
C 4.406 0.563 -1.996  0.029
C 3.052 0.343 -1.266  -0.026
C 2.960 -1.074 -0.899  0.044
C 4.198 -1.784 -0.170  -0.012
N 5.494 -1.333 -0.709  0.757
O 6.637 -2.083 -0.444  0.041
C 4.092 -1.356 1.283  0.084
C 4.116 -3.266 -0.495  -0.007
C 5.989 0.987 0.038  0.078
H 7.734 0.230 -1.632  0.000
H 6.790 1.090 -2.890  0.000
H 6.775 -0.708 -2.842  -0.001
H 4.536 1.644 -2.055  -0.001
H 4.554 0.188 -3.009  -0.006
H 2.147 0.698 -1.759  0.002
H 3.084 0.952 -0.362  0.003
H 2.731 -1.736 -1.734  0.005
H 2.212 -1.025 -0.108  -0.002
H 3.111 -1.448 1.748  0.006
H 4.859 -1.948 1.783  -0.006
H 4.394 -0.368 1.631  0.003
H 3.995 -3.409 -1.569  -0.009
H 5.061 -3.713 -0.187  0.004
H 3.469 -3.871 0.140  0.013
H 5.195 1.508 0.572  -0.002
H 6.668 1.789 -0.250  0.001
H 6.540 0.380 0.757  -0.002
H 6.733 -2.583 -1.259  0.019
C -2.922 4.645 -5.868  0.000
C -2.428 5.131 -4.428  0.000
C -3.465 6.248 -4.017  0.000
C -3.471 6.469 -2.456  0.000
C -3.889 5.168 -1.814  0.000
C -2.895 4.028 -2.130  0.000
N -2.435 3.913 -3.520  0.000
O -2.061 2.671 -4.042  0.000
C -1.602 4.058 -1.231  0.000
C -3.520 2.718 -1.779  0.000
C -0.981 5.902 -4.415  0.000
H -3.320 5.461 -6.471  0.000
H -3.799 4.000 -5.811  0.000
H -2.174 4.056 -6.399  0.000
H -3.351 7.176 -4.578  0.000
H -4.452 5.857 -4.264  0.000
H -4.139 7.328 -2.392  0.000
H -2.515 6.800 -2.051  0.000
H -4.900 4.982 -2.175  0.000
H -3.862 5.386 -0.746  0.000
H -1.887 4.428 -0.246  0.000
H -1.178 3.057 -1.171  0.000
H -0.939 4.864 -1.546  0.000
H -4.480 2.587 -2.279  0.000
H -2.943 1.795 -1.838  0.000
H -3.655 2.628 -0.701  0.000
H -0.495 6.122 -5.365  0.000
H -0.317 5.336 -3.762  0.000
H -1.109 6.824 -3.847  0.000
H -2.947 2.435 -4.327  0.000
C 0.038 0.336 3.467  -0.001
C -1.148 1.193 2.921  0.000
C -2.234 0.165 2.456  0.000
C -3.625 0.705 2.335  0.000
C -3.974 1.349 3.720  0.000
C -2.992 2.412 4.215  0.000
N -1.604 1.910 4.127  0.000
O -0.606 2.636 4.690  0.000
C -3.127 3.784 3.387  0.000
C -3.284 2.831 5.757  0.000
C -0.555 2.119 1.787  0.000
H 0.161 -0.514 2.796  0.001
H -0.148 -0.096 4.451  0.000
H 0.978 0.879 3.556  0.000
H -2.103 -0.225 1.447  0.000
H -2.264 -0.688 3.133  0.000
H -4.306 -0.129 2.163  0.000
H -3.706 1.275 1.409  0.000
H -4.215 0.561 4.433  0.000
H -4.875 1.944 3.570  0.000
H -2.973 3.582 2.327  0.000
H -4.128 4.209 3.462  0.000
H -2.360 4.463 3.760  0.000
H -4.229 2.434 6.126  0.000
H -2.558 2.607 6.539  0.000
H -3.491 3.900 5.809  0.000
H -1.298 2.840 1.446  0.000
H -0.287 1.493 0.935  0.000
H 0.404 2.609 1.956  0.000
H -0.260 2.075 5.388  0.000
C 1.962 -7.466 -0.694  0.000
C 1.288 -6.817 0.537  0.000
C 2.374 -6.360 1.560  0.000
C 1.932 -5.758 2.886  0.000
C 1.040 -4.550 2.475  -0.001
C -0.005 -4.627 1.385  0.000
N 0.505 -5.469 0.204  0.000
O -0.497 -5.527 -0.891  0.000
C -1.297 -5.105 2.055  0.000
C -0.269 -3.208 0.846  0.000
C 0.516 -7.936 1.256  0.000
H 2.352 -6.710 -1.375  0.000
H 1.144 -7.961 -1.217  0.000
H 2.638 -8.319 -0.639  0.000
H 3.073 -7.193 1.633  0.000
H 2.894 -5.521 1.097  0.000
H 2.740 -5.644 3.609  0.000
H 1.340 -6.455 3.478  0.000
H 1.693 -3.734 2.165  0.001
H 0.551 -4.271 3.408  0.000
H -1.984 -4.275 2.220  0.000
H -1.809 -5.845 1.439  0.000
H -1.107 -5.666 2.970  0.000
H -1.168 -3.135 0.234  0.000
H -0.475 -2.542 1.684  0.000
H 0.479 -2.807 0.162  0.000
H -0.485 -8.044 0.837  0.000
H 0.168 -7.673 2.255  0.000
H 0.939 -8.941 1.277  0.000
H -1.242 -5.898 -0.413  0.000

Calculated values
Calculated total energy, eV: -119880.286
HOMO (alpha / beta), eV: -11.3 / -11.3
Net charge: +2
E_LUMO (alpha / beta), eV: -8.36 / -8.37
2S+1: 2

***

5.
C27H24N4O5STc | the ωB97M-V functional and the def2-TZVPD basis

Last column: Mulliken spin population.
CARTESIAN COORDINATES (ANGSTROEM)
Tc -0.115 0.634 -0.253  0.920
C -2.558 0.162 -3.506  -0.001
O -3.396 -0.879 -2.992  0.001
C -2.838 -1.819 -2.186  0.001
C -3.245 -3.133 -2.365  0.007
C -2.743 -4.156 -1.573  0.002
C -1.810 -3.868 -0.598  0.007
C -1.381 -2.554 -0.394  0.027
C -0.441 -2.299 0.686  0.000
N 0.076 -1.153 0.912  -0.021
N 0.924 -1.065 2.008  0.014
C 1.494 0.095 2.008  0.005
O 1.243 1.010 1.102  0.018
C 2.468 0.448 3.061  -0.011
C 3.300 1.550 2.889  0.003
C 4.218 1.882 3.872  -0.001
C 4.302 1.123 5.031  0.000
C 3.469 0.026 5.205  0.000
C 2.555 -0.316 4.222  0.000
C -1.916 -1.515 -1.170  0.002
O -1.636 -0.224 -0.958  -0.001
H -3.043 0.499 -4.419  0.000
H -1.564 -0.223 -3.742  0.000
H -2.468 0.988 -2.803  -0.001
H -3.963 -3.331 -3.150  0.000
H -3.076 -5.173 -1.731  0.001
H -1.394 -4.652 0.022  0.000
H -0.169 -3.118 1.346  -0.004
H 3.227 2.132 1.981  0.000
H 4.872 2.733 3.731  0.000
H 5.018 1.385 5.800  0.000
H 3.533 -0.567 6.108  0.000
H 1.906 -1.172 4.341  0.000
O 3.141 -0.256 -2.416  0.020
C 2.017 0.183 -2.320  0.001
O 1.156 -0.292 -1.447  0.035
C 1.538 1.224 -3.299  -0.004
C 2.069 1.141 -4.586  -0.002
C 1.692 2.027 -5.578  0.002
C 0.787 3.039 -5.286  -0.002
C 0.273 3.153 -4.008  0.004
C 0.634 2.247 -3.009  0.000
S -0.098 2.526 -1.424  -0.022
H 2.791 0.359 -4.779  0.000
H 2.107 1.935 -6.573  0.000
H 0.487 3.744 -6.050  0.000
H -0.420 3.950 -3.769  0.000
C -1.635 4.632 3.195  0.000
C -1.786 3.259 2.640  0.010
C -2.541 2.182 3.052  0.001
C -2.267 1.143 2.149  0.008
N -1.400 1.566 1.230  -0.022
N -1.125 2.850 1.548  -0.003
C -2.831 -0.235 2.147  0.003
H -2.336 4.780 4.012  0.000
H -1.833 5.389 2.435  0.001
H -0.626 4.789 3.579  0.001
H -3.210 2.149 3.895  0.000
H -0.460 3.359 0.986  -0.002
H -3.777 -0.247 2.685  0.000
H -2.152 -0.931 2.641  0.001
H -3.006 -0.584 1.131  0.000

Calculated values
Calculated total energy, eV: -57621.968
HOMO (alpha / beta), eV: -8.0 / -8.1
E_LUMO (alpha / beta), eV: -1.16 / -0.98
2S+1: 2

***

6.
C3H4O2 | the ωB97M-V functional and the def2-TZVPD basis

Last column: natural (NBO) charge in e.
CARTESIAN COORDINATES (ANGSTROEM)
C 1.146 -0.294 -0.019  0.796
C 0.051 0.780 -0.018  -0.558
C -0.878 -0.469 0.030  -0.074
H 0.054 1.320 -0.963  0.238
H 0.009 1.523 0.783  0.242
H -1.430 -0.562 0.989  0.188
H -1.568 -0.646 -0.799  0.193
O 2.335 -0.298 0.029  -0.538
O 0.280 -1.354 -0.031  -0.487

Calculated values
Calculated total energy, eV: -7270.175
ΔE to the lowest compared entry with this formula, charge and spin, eV: 0.511
HOMO, eV: -10.7
E_LUMO, eV: 0.87
2S+1: 1

***

> Among the records above, which one has the lowest calculated total energy?

C36H76N5O11V2

***

Copy entry 5 word for word.
C27H24N4O5STc | the ωB97M-V functional and the def2-TZVPD basis

Last column: Mulliken spin population.
CARTESIAN COORDINATES (ANGSTROEM)
Tc -0.115 0.634 -0.253  0.920
C -2.558 0.162 -3.506  -0.001
O -3.396 -0.879 -2.992  0.001
C -2.838 -1.819 -2.186  0.001
C -3.245 -3.133 -2.365  0.007
C -2.743 -4.156 -1.573  0.002
C -1.810 -3.868 -0.598  0.007
C -1.381 -2.554 -0.394  0.027
C -0.441 -2.299 0.686  0.000
N 0.076 -1.153 0.912  -0.021
N 0.924 -1.065 2.008  0.014
C 1.494 0.095 2.008  0.005
O 1.243 1.010 1.102  0.018
C 2.468 0.448 3.061  -0.011
C 3.300 1.550 2.889  0.003
C 4.218 1.882 3.872  -0.001
C 4.302 1.123 5.031  0.000
C 3.469 0.026 5.205  0.000
C 2.555 -0.316 4.222  0.000
C -1.916 -1.515 -1.170  0.002
O -1.636 -0.224 -0.958  -0.001
H -3.043 0.499 -4.419  0.000
H -1.564 -0.223 -3.742  0.000
H -2.468 0.988 -2.803  -0.001
H -3.963 -3.331 -3.150  0.000
H -3.076 -5.173 -1.731  0.001
H -1.394 -4.652 0.022  0.000
H -0.169 -3.118 1.346  -0.004
H 3.227 2.132 1.981  0.000
H 4.872 2.733 3.731  0.000
H 5.018 1.385 5.800  0.000
H 3.533 -0.567 6.108  0.000
H 1.906 -1.172 4.341  0.000
O 3.141 -0.256 -2.416  0.020
C 2.017 0.183 -2.320  0.001
O 1.156 -0.292 -1.447  0.035
C 1.538 1.224 -3.299  -0.004
C 2.069 1.141 -4.586  -0.002
C 1.692 2.027 -5.578  0.002
C 0.787 3.039 -5.286  -0.002
C 0.273 3.153 -4.008  0.004
C 0.634 2.247 -3.009  0.000
S -0.098 2.526 -1.424  -0.022
H 2.791 0.359 -4.779  0.000
H 2.107 1.935 -6.573  0.000
H 0.487 3.744 -6.050  0.000
H -0.420 3.950 -3.769  0.000
C -1.635 4.632 3.195  0.000
C -1.786 3.259 2.640  0.010
C -2.541 2.182 3.052  0.001
C -2.267 1.143 2.149  0.008
N -1.400 1.566 1.230  -0.022
N -1.125 2.850 1.548  -0.003
C -2.831 -0.235 2.147  0.003
H -2.336 4.780 4.012  0.000
H -1.833 5.389 2.435  0.001
H -0.626 4.789 3.579  0.001
H -3.210 2.149 3.895  0.000
H -0.460 3.359 0.986  -0.002
H -3.777 -0.247 2.685  0.000
H -2.152 -0.931 2.641  0.001
H -3.006 -0.584 1.131  0.000

Calculated values
Calculated total energy, eV: -57621.968
HOMO (alpha / beta), eV: -8.0 / -8.1
E_LUMO (alpha / beta), eV: -1.16 / -0.98
2S+1: 2